Record 1
Density functional theory data (ωB97M-V/def2-TZVPD) for 2 unconnected molecules or ions with the total composition C4H12O at a distorted geometry.

The energy above the lowest of the compared OMol25 structures with the same formula, charge and spin is 37.7 kcal per mole. As for the multiplicity: 1. The calculation puts the HOMO-LUMO gap at 11.19 eV. The max |F| is 5.616 eV/Å. Its HOMO energy is -10.34 eV. As for the molar mass: 76.14 g mol⁻¹. For the LUMO energy, the calculation gives 0.0313 hartree. As for the charge: 0.

Geometry (Å):
O (-1.867, 0.850, -0.550)
C (-1.686, -0.522, -0.826)
C (-2.388, -0.924, -2.150)
C (2.021, -0.116, 1.256)
C (2.429, 1.127, 1.863)
H (3.463, 1.111, 1.993)
H (-1.039, 1.333, -0.572)
H (2.172, 2.104, 1.236)
H (1.940, 1.367, 2.782)
H (-0.565, -0.714, -0.995)
H (2.578, -1.071, 1.397)
H (-2.089, -1.060, 0.039)
H (-2.371, -1.961, -2.558)
H (-3.428, -0.681, -1.892)
H (-2.044, -0.266, -2.956)
H (1.150, -0.550, 1.843)
H (1.725, -0.027, 0.090)


Record 2
Density functional theory data (ωB97M-V/def2-TZVPD) for a molecular structure, C4H7NOS2 at a distorted geometry.

The energy above the lowest of the compared OMol25 structures with the same formula, charge and spin is 129.8 kcal per mole. As for the multiplicity: 1. The calculation puts the HOMO-LUMO gap at 8.17 eV. The max |F| is 8.950 eV/Å. Its HOMO energy is -8.04 eV. As for the molar mass: 149.24 g mol⁻¹. For the LUMO energy, the calculation gives 0.0049 hartree. As for the charge: 0.

Geometry (Å):
S (-1.198, 2.325, -1.927)
S (-2.412, 1.495, 0.577)
O (-0.372, -0.734, 0.950)
N (1.192, -1.405, -1.052)
C (-0.390, -0.043, -0.240)
C (0.409, -0.470, -1.235)
C (0.103, -0.119, 2.189)
C (-1.258, 1.111, -0.463)
H (-1.018, 0.208, 3.049)
H (-0.049, 1.833, -2.425)
H (1.560, -2.105, -1.734)
H (1.191, -1.769, -0.180)
H (0.961, 0.907, 1.927)
H (0.933, -1.074, 2.764)
H (0.348, -0.161, -2.200)


Record 3
Density functional theory data (ωB97M-V/def2-TZVPD) for 2 unconnected molecules or ions with the total composition C6H12ClO4S at a distorted geometry.

The energy above the lowest of the compared OMol25 structures with the same formula, charge and spin is 56.8 kcal per mole. As for the multiplicity: 1. The calculation puts the HOMO-LUMO gap at 7.96 eV. The max |F| is 4.121 eV/Å. Its HOMO energy is -13.82 eV. As for the molar mass: 215.68 g mol⁻¹. For the LUMO energy, the calculation gives -0.2151 hartree. As for the charge: +1.

Geometry (Å):
Cl (1.122, 0.189, 3.274)
S (-0.138, 0.332, 1.687)
O (0.273, 3.305, 2.389)
O (-0.948, -0.838, 1.694)
O (-0.040, 3.379, 3.721)
O (1.628, 3.447, 2.140)
C (0.191, 0.630, -0.991)
C (-1.018, -0.240, -1.261)
C (0.196, -2.236, -0.146)
C (1.141, 0.066, 0.075)
C (1.305, -1.285, 0.264)
C (-0.607, -1.747, -1.341)
H (-1.560, -0.162, -2.191)
H (0.188, 4.306, 4.053)
H (-0.123, -1.873, -2.238)
H (0.318, -3.280, -0.109)
H (0.914, 0.799, -1.989)
H (1.760, 4.418, 1.954)
H (-0.568, -2.134, 0.738)
H (2.120, -1.815, 0.750)
H (-1.750, -0.055, -0.481)
H (1.930, 0.774, 0.243)
H (-1.525, -2.190, -1.478)
H (-0.134, 1.723, -0.720)


Record 4
Density functional theory data (ωB97M-V/def2-TZVPD) for a molecular structure, C17H34IN5O6S at a distorted geometry.

As for the multiplicity: 1. The calculation puts the HOMO-LUMO gap at 2.95 eV. The max |F| is 9.093 eV/Å. Its HOMO energy is -5.16 eV. As for the molar mass: 563.46 g mol⁻¹. For the LUMO energy, the calculation gives -0.0813 hartree. As for the charge: 0.

Geometry (Å):
I (0.605, -4.826, -4.861)
S (-3.350, -0.884, -0.149)
O (-2.053, 1.182, 3.989)
O (2.857, 2.028, 0.499)
O (-1.626, 1.921, 6.233)
O (4.257, -1.636, 1.360)
O (-3.723, -0.264, 1.234)
O (-4.506, -0.732, -1.215)
N (-3.098, 1.951, -0.782)
N (-1.409, -0.599, -2.250)
N (-0.856, 1.896, 0.450)
N (1.557, 2.361, 0.550)
N (0.769, -0.080, 0.252)
C (-1.797, -1.945, -2.752)
C (3.005, -1.334, 0.474)
C (-2.207, 2.186, 5.051)
C (0.552, 1.400, 0.456)
C (3.438, -2.970, 0.856)
C (4.796, 2.012, -1.192)
C (-0.827, -3.203, -2.274)
C (3.151, 2.012, -0.972)
C (-1.673, -0.302, -0.811)
C (1.269, 3.870, 0.700)
C (-0.896, 1.522, 3.094)
C (-1.691, 1.367, -0.666)
C (-3.297, -2.766, 0.189)
C (0.770, -2.979, -2.673)
C (-0.563, -0.846, 0.262)
C (-1.497, 2.210, 1.731)
C (1.568, -0.740, 1.348)
H (0.924, -2.121, -3.483)
H (-0.994, -3.543, -1.168)
H (-2.679, 2.050, 1.801)
H (-0.321, 0.519, 2.946)
H (1.134, -3.975, -3.221)
H (1.077, -1.679, 1.840)
H (-1.650, -1.911, -3.939)
H (-1.070, -0.743, 1.339)
H (2.012, 0.008, 2.152)
H (5.020, 2.572, -2.217)
H (-0.230, 2.262, 3.752)
H (-4.195, -3.005, 0.914)
H (2.307, 4.441, 0.783)
H (1.455, -2.866, -1.731)
H (-3.379, -3.402, -0.794)
H (-1.875, 0.103, -2.900)
H (-1.178, -4.125, -2.948)
H (2.946, -3.508, 1.771)
H (5.320, 2.553, -0.289)
H (-3.442, 1.634, -1.717)
H (3.978, -3.495, -0.051)
H (0.691, 4.106, 1.702)
H (0.731, 4.305, -0.263)
H (-0.276, -1.976, 0.161)
H (3.159, -0.953, -0.712)
H (2.646, 1.055, -1.455)
H (-2.960, 2.982, -0.879)
H (5.249, 0.919, -1.264)
H (-2.312, -2.952, 0.794)
H (-2.909, -2.277, -2.605)
H (-2.875, 3.123, 4.819)
H (-1.374, 3.388, 1.908)
H (-1.151, 1.750, -1.664)
H (2.694, 2.951, -1.512)


Record 5
Density functional theory data (ωB97M-V/def2-TZVPD) for a molecular structure, C7H12BrCaKNO7 at a distorted geometry.

As for the multiplicity: 1. The calculation puts the HOMO-LUMO gap at 3.56 eV. The max |F| is 8.950 eV/Å. Its HOMO energy is -8.20 eV. As for the molar mass: 381.25 g mol⁻¹. For the LUMO energy, the calculation gives -0.1706 hartree. As for the charge: +1.

Geometry (Å):
Br (-0.453, -2.308, -1.461)
Ca (-3.397, -2.402, -3.705)
K (6.147, 0.057, 4.697)
O (-2.157, -1.048, -1.142)
O (1.212, 1.213, 1.066)
O (-4.840, -6.013, -3.866)
O (1.207, -0.711, -0.166)
O (-3.735, -0.464, -2.896)
O (-5.597, 0.858, -2.262)
O (-0.352, 0.711, -0.407)
N (4.109, 3.189, 3.411)
C (5.453, 2.936, 3.497)
C (5.716, 1.787, 2.785)
C (3.510, 2.211, 2.660)
C (0.773, 0.399, 0.223)
C (-4.940, -0.461, -2.018)
C (4.486, 1.328, 2.255)
C (-2.627, -0.102, -1.988)
H (2.444, 2.228, 2.478)
H (-2.130, 0.966, -2.043)
H (6.688, 1.328, 2.662)
H (6.106, 3.594, 4.055)
H (-5.595, -1.376, -2.375)
H (-0.323, -0.123, -0.918)
H (-4.692, -0.488, -0.875)
H (-5.128, 1.465, -1.597)
H (4.330, 0.449, 1.644)
H (-4.197, -6.732, -3.961)
H (3.633, 3.974, 3.836)
H (-5.653, -6.461, -3.587)


Record 6
Density functional theory data (ωB97M-V/def2-TZVPD) for a molecular structure, C26H38N4S2SbSi3V at a distorted geometry.

As for the multiplicity: 1. The calculation puts the HOMO-LUMO gap (spin up / spin down) at 5.27 / 5.09 eV. The max |F| is 4.040 eV/Å. Its HOMO energy (spin up / spin down) is -13.96 / -14.02 eV. As for the molar mass: 727.71 g mol⁻¹. For the LUMO energy (spin up / spin down), the calculation gives -0.3192 / -0.3282 hartree. As for the charge: +2.

Geometry (Å):
Sb (-0.169, 1.171, 0.311)
V (-1.080, -1.550, -0.593)
S (-2.554, -3.391, -0.670)
S (-1.093, -2.503, 1.615)
Si (-3.613, 0.843, 0.605)
Si (3.122, 1.407, -0.897)
Si (2.600, 0.818, 2.216)
N (-1.360, -0.818, -2.383)
N (1.015, -1.524, -0.722)
N (-2.202, -5.158, 4.293)
N (-5.017, -5.883, 1.302)
C (-0.342, 2.921, -1.017)
C (2.038, -0.890, -0.089)
C (-5.096, -0.040, -0.079)
C (-2.476, -0.504, -4.478)
C (3.210, -1.627, 0.173)
C (3.006, 3.323, -0.338)
C (1.151, -2.711, -1.362)
C (-2.292, -3.587, 1.083)
C (-2.535, -4.820, 3.238)
C (-4.122, -5.154, 1.529)
C (4.445, 0.902, 2.242)
C (-2.982, 0.951, -2.640)
C (-2.994, -4.435, 1.972)
C (-1.601, -1.149, -3.636)
C (3.337, -2.920, -0.362)
C (2.009, 0.532, 0.360)
C (-2.190, 0.114, -1.824)
C (-3.148, 0.589, -3.970)
C (-3.652, 2.750, 0.623)
C (2.298, -3.515, -1.095)
C (-2.207, 0.047, -0.406)
C (1.833, 2.353, 2.974)
C (1.877, -0.563, 3.172)
C (2.284, 1.269, -2.638)
C (-3.503, 0.329, 2.468)
C (4.911, 0.803, -1.115)
H (-2.491, 0.474, 2.873)
H (-5.125, -0.300, -1.165)
H (1.796, 3.238, 2.390)
H (-2.575, 3.171, 0.739)
H (2.297, -1.561, 2.878)
H (2.049, 3.516, 0.093)
H (0.325, -3.060, -2.057)
H (-1.405, 3.114, -0.962)
H (0.180, 3.826, -0.628)
H (-3.909, 3.195, -0.358)
H (-4.976, -1.044, 0.388)
H (2.482, -4.458, -1.535)
H (0.736, -0.578, 3.164)
H (-4.319, 3.190, 1.430)
H (5.080, 0.225, 1.651)
H (2.308, 2.585, 3.945)
H (4.784, 1.910, 1.967)
H (-3.727, 1.671, -2.275)
H (-0.044, 2.771, -2.084)
H (3.036, 0.858, -3.428)
H (5.368, 1.198, -2.039)
H (5.478, 1.052, -0.237)
H (4.011, -1.087, 0.620)
H (1.381, 0.597, -2.642)
H (1.944, 2.221, -2.991)
H (-3.725, 1.204, -4.604)
H (3.136, 4.026, -1.174)
H (4.680, 0.636, 3.271)
H (-2.619, -0.844, -5.537)
H (-6.010, 0.458, 0.206)
H (-3.711, -0.753, 2.517)
H (4.235, -3.501, -0.213)
H (-0.956, -1.948, -3.999)
H (4.816, -0.325, -1.098)
H (3.818, 3.465, 0.441)
H (0.748, 2.122, 3.207)
H (2.205, -0.425, 4.212)
H (-4.208, 0.779, 3.172)